Below is a structure of composition C53H48CaF9N4PS4Si in a non-equilibrium geometry, with properties calculated with the ωB97M-V functional and the def2-TZVPD basis.

Last column: Löwdin charge in e.
CARTESIAN COORDINATES (ANGSTROEM)
1 Ca -1.7422 -0.2133 -0.3061  1.16
2 C -0.1312 3.7099 -2.0558  -0.04
3 C -0.5214 2.7024 -1.1641  -0.15
4 N -0.7585 1.4650 -1.5357  -0.02
5 C -0.6654 1.1296 -2.8328  -0.18
6 C -0.3372 2.0945 -3.8278  -0.16
7 C -0.0454 3.4017 -3.3871  0.00
8 C -0.3288 1.7319 -5.1829  -0.06
9 C -0.7023 0.4583 -5.5374  -0.08
10 C -1.0251 -0.4960 -4.5834  -0.03
11 C -0.9510 -0.2290 -3.2112  -0.26
12 N -1.2211 -1.0822 -2.2069  -0.09
13 C -1.3981 -2.4137 -2.3566  -0.24
14 C -0.7915 -3.2226 -3.3195  -0.04
15 C -1.1270 -4.5639 -3.4707  -0.08
16 C -2.0565 -5.1629 -2.6553  -0.06
17 C -2.6097 -4.4346 -1.5875  -0.17
18 C -3.5084 -4.9994 -0.6586  0.00
19 C -3.9746 -4.2435 0.3824  -0.04
20 C -3.5139 -2.9256 0.5108  -0.17
21 N -2.6899 -2.3639 -0.3427  0.00
22 C -2.2528 -3.0671 -1.4025  -0.18
23 H 0.0719 4.7065 -1.6903  0.11
24 H -0.6579 2.9179 -0.1122  0.05
25 H 0.2220 4.1448 -4.1241  0.12
26 H -0.0658 2.4657 -5.9282  0.11
27 H -0.7362 0.1805 -6.5798  0.11
28 H -1.3807 -1.4590 -4.9121  0.10
29 H -0.0362 -2.7887 -3.9572  0.10
30 H -0.6532 -5.1268 -4.2633  0.11
31 H -2.3521 -6.1898 -2.8063  0.11
32 H -3.8073 -6.0295 -0.7812  0.12
33 H -4.6658 -4.6489 1.1042  0.11
34 H -3.8180 -2.3217 1.3562  0.10
35 C -5.7538 5.1077 2.4117  -0.19
36 Si -4.2004 4.0043 2.3124  0.56
37 C -2.8256 4.9941 1.4188  -0.18
38 C -3.6783 3.5071 4.0762  -0.19
39 C -4.6122 2.5365 1.1894  -0.26
40 C -5.8260 2.3967 0.5493  -0.08
41 C -6.0219 1.3990 -0.4053  -0.07
42 C -4.9468 0.5961 -0.7189  -0.15
43 N -3.7773 0.6805 -0.0980  -0.14
44 C -3.6083 1.5958 0.8683  -0.78
45 S -2.1296 1.5403 1.7064  0.59
46 H -5.5453 5.9725 3.0323  0.02
47 H -6.5997 4.5881 2.8510  0.03
48 H -6.0549 5.4716 1.4339  0.03
49 H -2.7435 6.0065 1.8038  0.02
50 H -3.0245 5.0621 0.3511  0.03
51 H -1.8602 4.5132 1.5418  -0.01
52 H -3.5953 4.3841 4.7111  0.02
53 H -2.7180 3.0028 4.0676  -0.02
54 H -4.3983 2.8347 4.5331  0.03
55 H -6.6352 3.0715 0.7829  0.10
56 H -6.9706 1.2749 -0.9038  0.10
57 H -5.0051 -0.1596 -1.4946  0.11
58 C -0.3465 -5.0489 4.2907  -0.53
59 C -1.0297 -3.7052 4.5367  -0.50
60 S -1.4267 -2.6728 3.0829  0.86
61 C 0.1006 -1.7188 2.8210  -0.51
62 C 1.3140 -2.5265 2.4114  -0.49
63 S 1.3140 -3.0862 0.6732  0.88
64 C 0.0425 -4.3924 0.7026  -0.55
65 C 0.4058 -5.5806 1.5806  -0.51
66 S -0.8899 -5.9733 2.8055  0.84
67 H -0.5957 -5.7112 5.1215  0.06
68 H 0.7396 -4.9670 4.2392  0.06
69 H -0.4217 -3.1035 5.2129  0.08
70 H -2.0067 -3.8783 4.9871  0.07
71 H 0.3007 -1.1940 3.7571  0.08
72 H -0.1619 -0.9935 2.0387  0.02
73 H 1.4571 -3.3986 3.0465  0.05
74 H 2.2052 -1.9049 2.4865  0.05
75 H -0.0601 -4.6885 -0.3410  0.06
76 H -0.8905 -3.9352 1.0284  -0.02
77 H 1.3416 -5.4210 2.1139  0.06
78 H 0.5159 -6.4813 0.9792  0.07
79 F 4.2070 5.4011 3.8750  0.14
80 C 3.2490 5.5931 2.9472  -0.59
81 F 3.7179 6.5500 2.1263  0.14
82 F 2.2015 6.1218 3.5897  0.14
83 C 2.9161 4.3318 2.2015  -0.11
84 C 3.8934 3.7614 1.3916  0.00
85 C 3.6199 2.5917 0.7112  -0.09
86 C 2.3615 1.9976 0.8152  -0.38
87 C 1.3981 2.5718 1.6365  -0.09
88 C 1.6707 3.7371 2.3329  0.01
89 P 1.9388 0.4066 -0.0052  1.13
90 C 2.3124 0.7590 -1.7671  -0.34
91 C 2.7201 2.0010 -2.2389  -0.07
92 C 2.9804 2.1868 -3.5828  0.00
93 C 2.8177 1.1291 -4.4669  -0.12
94 C 2.3595 -0.1022 -4.0190  0.00
95 C 2.0894 -0.2773 -2.6750  -0.10
96 C 3.1745 1.3490 -5.9074  -0.59
97 F 4.5117 1.3543 -6.0951  0.14
98 F 2.7409 2.5342 -6.3675  0.13
99 F 2.6877 0.4122 -6.7285  0.14
100 C 3.4677 -0.5101 0.4659  -0.37
101 C 3.9853 -1.5315 -0.3248  -0.10
102 C 4.9368 -2.3993 0.1746  0.00
103 C 5.3858 -2.2542 1.4817  -0.12
104 C 4.9337 -1.2000 2.2614  -0.01
105 C 3.9745 -0.3437 1.7546  -0.10
106 C 6.3057 -3.2962 2.0519  -0.59
107 F 6.5661 -3.1208 3.3556  0.14
108 F 5.7762 -4.5305 1.9395  0.14
109 F 7.4965 -3.3446 1.4310  0.14
110 H 4.8597 4.2339 1.3051  0.13
111 H 4.3865 2.1305 0.1046  0.12
112 H 0.4294 2.0995 1.7433  0.03
113 H 0.9257 4.1740 2.9798  0.12
114 H 2.8208 2.8376 -1.5656  0.10
115 H 3.3057 3.1486 -3.9491  0.13
116 H 2.2063 -0.9059 -4.7225  0.13
117 H 1.6841 -1.2163 -2.3199  0.10
118 H 3.6285 -1.6701 -1.3315  0.09
119 H 5.3147 -3.2064 -0.4337  0.13
120 H 5.2976 -1.0768 3.2704  0.12
121 H 3.5969 0.4489 2.3829  0.11

Calculated values
strongest force on any atom = 2.28 eV/Å
LUMO level = -0.1887 eV